The following is a quantum chemistry calculation of C3H5NO in the gas phase at a distorted geometry, from OMol25.

Results
Energy above the lowest of the compared OMol25 structures with the same formula, charge and spin   41.8 kcal per mole
Kohn-Sham gap   0.3693 hartree
Electronic energy   -6727.758 eV
SMILES   O=C1CNC1
LUMO energy   0.839 eV

Geometry as ORCA input:
```
! wB97M-V def2-TZVPD RIJCOSX def2/J DEFGRID3
* xyz 0 1
C -0.2458 -0.9094 -0.4754
C 1.0275 -0.2082 -0.0852
H 0.5080 1.9062 0.0027
O 2.1861 -0.5048 -0.0294
N -0.9526 0.3623 -0.4219
H -0.1444 -1.4218 0.5305
H -0.5001 -1.5871 -1.3015
C 0.1258 0.9638 0.3885
H -1.9068 0.3509 -0.0738
H -0.0977 1.0480 1.4656
*
```